2 unconnected molecules or ions with the total composition C5H12O2P at a distorted geometry, computed with wB97M-V/def2-TZVPD.

Element x y z (Å)
C  0.00  0.96  -0.23
H  1.18  1.18  1.23
O  -0.61  -5.49  0.40
H  0.67  -2.54  -1.32
P  -0.72  -4.49  -0.66
C  -0.81  2.04  0.35
H  -0.63  2.16  1.38
H  1.05  -3.27  0.27
C  1.41  1.02  0.17
H  -0.07  0.90  -1.32
H  -0.26  -1.02  -0.37
C  0.61  -3.47  -0.75
H  1.96  0.21  -0.01
H  -0.75  3.00  -0.19
O  -1.72  -4.72  -1.88
H  -1.71  -0.07  0.24
H  -1.80  1.51  0.23
C  -0.61  -0.28  0.34
H  2.01  1.91  -0.26
H  -0.34  -0.67  1.46

**Calculated total energy**: -689.54715 Eh
**Net charge**: -1
**HOMO-LUMO gap**: 6.98 eV
**HOMO level**: -3.727 eV
**Molecular weight**: 135.12 g/mol
**LUMO energy**: 3.254 eV
**Energy above the lowest of the compared OMol25 structures with the same formula, charge and spin**: 35.8 kcal/mol